(1)
Here is a single C5H6N2O2 molecule from OMol25. Energies are from wB97M-V/def2-TZVPD.

CARTESIAN COORDINATES (ANGSTROEM)
O (-3.2362, 0.3096, -0.1848)
C (-2.2478, -0.3235, 0.1092)
N (-0.9934, 0.0954, -0.1505)
N (-0.7608, 1.5088, -0.1420)
C (0.4090, 1.9610, 0.0793)
O (1.6452, 1.2450, 0.0847)
C (1.2438, -0.0337, -0.4230)
C (1.2933, -1.4780, -0.1379)
C (0.1424, -0.5913, 0.3828)
H (-2.2621, -1.3482, 0.5141)
H (0.5451, 3.0407, 0.1744)
H (0.9070, 0.0736, -1.4291)
H (1.8843, -1.9213, 0.6962)
H (1.1803, -2.0955, -1.0136)
H (0.2499, -0.4427, 1.4400)

Forces on atoms 1 to 2 (eV/Å):
0.2 -0.5 0.6
-1.9 0.5 -0.9

* LUMO: 0.8 eV
* gap between HOMO and LUMO: 10.16 eV
* HOMO: -9.379 eV
* SMILES: O=CN1N=CO[C@H]2C[C@@H]21
* charge: 0



(2)
Here is a molecular structure, C17H18N4O3OsS from OMol25. Energies are from wB97M-V/def2-TZVPD.

CARTESIAN COORDINATES (ANGSTROEM)
Os (-0.2999, 0.1310, -0.8264)
O (3.3101, -1.4903, -1.4853)
C (2.2048, -1.2486, -1.1040)
N (1.5344, -0.0246, -1.2996)
C (2.3141, 1.1796, -1.5311)
C (1.7366, 2.2206, -0.5998)
C (2.3480, 3.4243, -0.3150)
C (1.7537, 4.2793, 0.5991)
C (0.5552, 3.9125, 1.2041)
C (-0.0185, 2.7109, 0.8652)
N (0.5600, 1.8763, -0.0224)
C (1.3446, -2.1433, -0.2694)
C (1.6895, -3.4134, 0.1215)
C (0.8369, -4.0873, 0.9907)
C (-0.3055, -3.4484, 1.4497)
C (-0.5953, -2.1683, 1.0103)
N (0.2214, -1.5388, 0.1611)
H (2.2497, 1.5019, -2.5751)
H (3.3678, 0.9933, -1.3193)
H (3.2856, 3.6767, -0.7912)
H (2.2249, 5.2211, 0.8470)
H (0.0734, 4.5524, 1.9288)
H (-0.9538, 2.3777, 1.2922)
H (2.6098, -3.8449, -0.2487)
H (1.0673, -5.0942, 1.3114)
H (-0.9804, -3.9316, 2.1415)
H (-1.4747, -1.6299, 1.3360)
O (-2.1830, 0.6921, -0.1668)
S (-3.5227, 0.8052, -0.9692)
C (-4.3662, 2.2153, -0.2187)
C (-5.7893, 1.7251, 0.0315)
C (-5.6398, 0.3350, 0.6488)
C (-4.6525, -0.4195, -0.2429)
H (-4.2828, 3.0736, -0.8817)
H (-3.8344, 2.4051, 0.7155)
H (-6.3427, 1.6686, -0.9085)
H (-6.3189, 2.4200, 0.6805)
H (-6.5898, -0.1940, 0.6917)
H (-5.2544, 0.4108, 1.6662)
H (-5.1403, -0.9044, -1.0892)
H (-4.0284, -1.1536, 0.2652)
O (-1.8822, -2.7242, -3.6121)
C (-1.4890, -1.9314, -2.8626)
N (-1.0819, -1.1081, -2.0820)

Forces on atoms 1 to 2 (eV/Å):
1.4 -0.1 -1.2
-0.1 0.1 0.0

* LUMO (alpha / beta): -8.9 / -8.9 eV
* gap between HOMO and LUMO (alpha / beta): 6.31 / 6.28 eV
* HOMO (alpha / beta): -15.164 / -15.166 eV
* charge: +2



(3)
Here is a molecular structure, C35H75Cl11FNNbO from OMol25. Energies are from wB97M-V/def2-TZVPD.

CARTESIAN COORDINATES (ANGSTROEM)
C (4.7099, -4.1974, 3.1195)
C (4.8791, -2.6805, 3.7621)
C (4.5085, -1.4721, 2.6934)
C (5.2579, -1.6079, 1.2418)
C (4.0660, -1.4553, 0.0865)
C (4.7904, -1.4833, -1.4062)
C (3.7084, -2.1549, -2.4407)
C (2.7071, -0.9310, -2.9454)
C (1.7160, -1.5855, -4.0759)
C (0.1244, -1.6727, -3.6050)
C (-0.1758, -2.8057, -2.4646)
C (-0.1217, -2.2882, -0.9144)
C (-0.7701, -0.8096, -0.6387)
Nb (-2.0178, -0.6320, 1.2611)
N (-3.2871, -0.5522, 3.0431)
Cl (-0.6863, -2.3984, 2.4763)
C (-3.4614, -2.2801, 0.4942)
C (-3.4512, -3.6225, 1.4567)
C (-4.7935, -4.5604, 1.2640)
C (-4.4946, -5.7911, 0.2103)
C (-5.2245, -7.2108, 0.6401)
C (-4.1292, -8.4708, 0.6637)
O (-3.2423, 0.7545, 0.2355)
C (-3.1292, 2.1141, 0.7856)
C (-4.4864, 2.9325, 0.2520)
C (-5.7356, 2.3246, 1.1430)
C (-0.6656, 0.9701, 2.1512)
F (-1.2711, 1.3870, 3.4714)
C (0.8233, 0.3317, 2.5681)
C (1.8181, 1.6370, 2.8581)
H (5.7254, -4.6225, 2.7120)
H (3.9821, -4.0930, 2.1961)
H (4.2419, -4.8979, 3.9528)
H (4.0666, -2.6009, 4.6283)
H (5.9341, -2.5502, 4.2729)
H (3.3319, -1.4438, 2.5930)
H (4.8156, -0.4270, 3.1724)
H (5.7777, -2.6426, 1.0587)
H (6.0671, -0.7659, 1.0331)
H (3.2847, -2.3253, 0.1323)
H (3.5185, -0.4258, 0.2076)
H (5.0072, -0.3786, -1.7947)
H (5.8039, -2.0881, -1.3367)
H (4.2923, -2.5247, -3.3902)
H (3.0247, -2.9849, -1.9766)
H (3.3216, -0.0397, -3.4295)
H (2.0052, -0.5323, -2.0714)
H (1.7379, -0.8908, -5.0449)
H (2.0446, -2.6552, -4.4497)
H (-0.4610, -2.0253, -4.5844)
H (-0.2730, -0.5980, -3.3702)
H (-1.1814, -3.3813, -2.7156)
H (0.6820, -3.6285, -2.5765)
H (0.9631, -2.3515, -0.4369)
H (-0.7785, -3.0595, -0.2827)
H (0.0380, 0.0684, -0.6561)
H (-1.5044, -0.5514, -1.5435)
H (-3.6722, 0.4105, 3.1764)
H (-2.6823, -0.7383, 3.8807)
H (-4.5450, -1.8079, 0.5876)
H (-3.2600, -2.4978, -0.6405)
H (-3.4086, -3.3339, 2.6113)
H (-2.4841, -4.2614, 1.1926)
H (-5.1516, -4.9413, 2.3375)
H (-5.6688, -3.8837, 0.8648)
H (-4.8653, -5.5108, -0.8748)
H (-3.3320, -6.0127, 0.1960)
H (-6.0146, -7.4893, -0.2053)
H (-5.7401, -7.1488, 1.7021)
H (-4.5885, -9.4145, 1.2312)
H (-3.1327, -8.1266, 1.1958)
H (-3.8416, -8.8090, -0.4409)
H (-3.1855, 2.1650, 1.9631)
H (-2.1576, 2.6986, 0.4181)
H (-4.6746, 2.6077, -0.8746)
H (-4.3629, 4.0951, 0.3201)
H (-6.3059, 3.1818, 1.7105)
H (-5.2978, 1.6141, 1.9966)
H (-6.4428, 1.6325, 0.4950)
H (-0.4247, 1.8775, 1.4528)
H (0.6843, -0.1893, 3.6181)
H (1.2299, -0.3818, 1.7346)
H (2.6969, 1.2222, 3.5310)
H (1.2447, 2.4238, 3.5173)
H (2.1767, 2.0386, 1.8194)
Cl (7.1863, -3.2929, -3.8121)
C (7.1848, -4.1402, -5.3788)
C (6.6876, -3.2541, -6.5104)
Cl (4.9494, -2.8926, -6.3669)
H (6.5753, -5.0431, -5.2760)
H (8.2169, -4.4470, -5.5732)
H (6.8271, -3.7622, -7.4693)
H (7.2298, -2.3044, -6.5465)
Cl (-3.7346, 7.2234, 4.0532)
C (-3.1383, 5.6334, 3.5159)
C (-2.2140, 5.7433, 2.3132)
Cl (-3.0824, 6.2471, 0.8419)
H (-4.0048, 5.0002, 3.3022)
H (-2.5980, 5.1964, 4.3610)
H (-1.7661, 4.7684, 2.0982)
H (-1.4046, 6.4577, 2.4909)
Cl (7.6958, 0.3652, -7.1894)
C (6.1360, 1.0414, -7.7205)
C (5.5499, 0.2775, -8.8976)
Cl (6.4969, 0.5097, -10.3883)
H (6.2881, 2.0981, -7.9609)
H (5.4577, 0.9818, -6.8641)
H (4.5376, 0.6360, -9.1067)
H (5.4952, -0.7962, -8.6942)
Cl (-8.9569, 8.7410, 6.8094)
C (-7.2408, 8.2647, 6.7853)
C (-7.0275, 6.9206, 6.1066)
Cl (-7.6962, 5.5725, 7.0597)
H (-6.8757, 8.2581, 7.8168)
H (-6.7037, 9.0460, 6.2394)
H (-5.9566, 6.7272, 5.9929)
H (-7.4853, 6.8936, 5.1131)
Cl (0.4322, 6.5146, -0.0245)
C (-0.4043, 8.0792, -0.1820)
C (0.4954, 9.1545, -0.7712)
Cl (1.7995, 9.6265, 0.3465)
H (-0.7802, 8.3642, 0.8053)
H (-1.2638, 7.9134, -0.8382)
H (-0.0885, 10.0570, -0.9754)
H (0.9542, 8.8269, -1.7089)

Forces on atoms 1 to 2 (eV/Å):
-0.2 0.8 -0.1
-0.8 0.0 0.4

* LUMO: 1.8 eV
* gap between HOMO and LUMO: 6.43 eV
* HOMO: -4.660 eV
* charge: -1



(4)
Here is a molecular structure, C3H3Br3O2S from OMol25. Energies are from wB97M-V/def2-TZVPD.

CARTESIAN COORDINATES (ANGSTROEM)
C (4.1944, -0.2871, -0.9094)
C (3.5046, 0.7007, -0.1209)
C (-0.3627, 2.1697, 1.0871)
O (-0.4566, 0.5649, 3.1782)
O (4.3548, -0.2355, -2.0961)
S (-0.1183, 0.5231, 1.7745)
Br (4.6672, -1.9400, 0.0931)
Br (2.6919, 0.5429, 1.5686)
Br (3.1800, 2.3077, -1.0369)
H (-1.1055, 2.6101, 1.7376)
H (0.5779, 2.6047, 0.7564)
H (-0.9655, 2.0117, 0.2481)

Forces on atoms 1 to 2 (eV/Å):
-0.6 -1.2 -0.3
-0.4 0.9 0.6

* LUMO (alpha / beta): -0.9 / -2.5 eV
* gap between HOMO and LUMO (alpha / beta): 8.50 / 5.89 eV
* HOMO (alpha / beta): -9.355 / -8.384 eV
* charge: 0



(5)
Here is a single C2H6N2OS2 molecule from OMol25. Energies are from wB97M-V/def2-TZVPD.

CARTESIAN COORDINATES (ANGSTROEM)
C (0.3601, -1.7709, -0.8789)
N (0.2273, -0.6179, 0.0836)
S (1.0327, -0.7245, 1.5794)
C (-0.4189, 0.5526, -0.1222)
S (-1.0019, 0.8921, -1.7055)
N (-0.3897, 1.5377, 0.7608)
O (-0.7206, 2.7763, 0.3083)
H (-0.6537, -2.1879, -0.9357)
H (1.0380, -2.5537, -0.3943)
H (0.9066, -1.5930, -1.8134)
H (0.0005, -0.7154, 2.4300)
H (0.2351, 1.5734, 1.4522)
H (-0.6155, 2.8313, -0.7643)

Forces on atoms 1 to 2 (eV/Å):
0.4 -0.8 1.7
0.7 -0.5 1.0

* LUMO: 0.4 eV
* gap between HOMO and LUMO: 8.90 eV
* HOMO: -8.518 eV
* SMILES: CN(S)C(=S)NO
* charge: 0



(6)
Here is 18 unconnected molecules or ions with the total composition C43H77BCl34N3O6P from OMol25. Energies are from wB97M-V/def2-TZVPD.

CARTESIAN COORDINATES (ANGSTROEM)
C (-5.9856, 1.0767, -0.2038)
B (-5.4002, 0.8425, 1.2722)
O (-5.8442, 1.7204, 2.2392)
C (-4.4031, -0.3480, 1.5985)
C (-3.1411, -0.5066, 0.9015)
C (-2.7035, 0.5010, -0.1498)
C (-1.3340, 1.2102, 0.1015)
C (-0.9592, 1.4861, 1.5820)
C (0.6061, 1.6259, 1.6324)
C (1.1128, 2.4426, 2.8540)
C (1.3545, 3.9026, 2.3409)
C (2.7613, 4.0780, 1.6923)
C (2.7645, 3.9594, 0.1327)
O (3.5082, 2.8014, -0.3157)
C (3.8201, 2.8861, -1.6244)
C (5.2303, 2.5323, -2.0780)
O (3.0161, 3.2212, -2.4713)
C (-2.3706, -1.5934, 1.2322)
C (-1.0363, -1.8671, 0.5046)
N (-0.9884, -3.2302, -0.1025)
C (-2.7728, -2.5101, 2.2585)
N (-1.9264, -3.5372, 2.5561)
C (-2.3277, -4.3243, 3.5278)
P (-1.1514, -5.6668, 3.9632)
O (-0.8962, -5.7426, 5.3975)
O (-1.5747, -7.0747, 3.2683)
O (0.2687, -5.2576, 3.2563)
C (-3.5943, -4.1382, 4.1977)
C (-4.0125, -5.1339, 5.2897)
C (-4.4612, -6.4869, 4.6509)
C (-4.3977, -7.7255, 5.5856)
C (-3.0882, -7.8885, 6.3889)
C (-5.6252, -7.8170, 6.5348)
N (-4.4593, -3.1867, 3.9270)
C (-3.9901, -2.3613, 2.9405)
C (-4.8149, -1.2475, 2.5608)
C (-6.1802, -1.0601, 3.2382)
H (-5.4347, 0.4757, -0.9454)
H (-7.0325, 0.7174, -0.2428)
H (-5.9596, 2.1410, -0.5096)
H (-6.5996, 2.1992, 1.8708)
H (-2.5988, -0.0661, -1.0964)
H (-3.4458, 1.2817, -0.3580)
H (-1.4066, 2.2020, -0.3835)
H (-0.4866, 0.7218, -0.4029)
H (-1.3535, 2.4666, 1.9011)
H (-1.2010, 0.6784, 2.2826)
H (1.0264, 1.9544, 0.6713)
H (0.9706, 0.5883, 1.7782)
H (0.4476, 2.3930, 3.7265)
H (2.0987, 2.0228, 3.1185)
H (1.2682, 4.6089, 3.1808)
H (0.5791, 4.0695, 1.5755)
H (3.5265, 3.3858, 2.0680)
H (3.0835, 5.0999, 1.9166)
H (1.7637, 3.9873, -0.3148)
H (3.3074, 4.8429, -0.2518)
H (5.8537, 3.4297, -2.1840)
H (5.2158, 2.0211, -3.0492)
H (5.7118, 1.8331, -1.3743)
H (-0.9022, -1.1816, -0.3363)
H (-0.2535, -1.7420, 1.2690)
H (-0.3745, -3.7471, 0.5185)
H (-1.9082, -3.6584, -0.0689)
H (-0.7416, -7.5563, 3.1296)
H (0.1788, -5.4979, 2.3180)
H (-3.2469, -5.2345, 6.0686)
H (-4.8984, -4.7018, 5.7833)
H (-3.9584, -6.6643, 3.6842)
H (-5.5274, -6.3589, 4.3893)
H (-4.4786, -8.6133, 4.9273)
H (-3.1845, -8.8025, 7.0028)
H (-2.1991, -7.9810, 5.7562)
H (-2.9951, -7.0614, 7.1088)
H (-5.4764, -8.7202, 7.1467)
H (-5.7014, -6.9347, 7.1917)
H (-6.5505, -7.9425, 5.9500)
H (-6.9256, -1.1080, 2.4212)
H (-6.4219, -1.8867, 3.9136)
H (-6.2723, -0.0864, 3.7268)
C (-1.9286, -5.1759, -2.7416)
Cl (-3.2748, -5.8378, -1.7947)
Cl (-0.9311, -6.4633, -3.4349)
H (-2.3329, -4.5737, -3.5499)
H (-1.3105, -4.5608, -2.0933)
C (8.3507, 5.0400, -1.2112)
Cl (7.4528, 4.0370, -0.0747)
Cl (8.0645, 4.5263, -2.8829)
H (8.0242, 6.0684, -1.0997)
H (9.4103, 4.9624, -0.9954)
C (4.9853, 3.8907, 4.7089)
Cl (3.3582, 3.7526, 5.3858)
Cl (5.0864, 5.1919, 3.5179)
H (5.6810, 4.0996, 5.5141)
H (5.2453, 2.9540, 4.2263)
C (1.7850, 1.5489, -4.8210)
Cl (0.1418, 0.9149, -5.0206)
Cl (2.9949, 0.3886, -5.3874)
H (1.8832, 2.4665, -5.3936)
H (1.9551, 1.7502, -3.7722)
C (-3.8029, -7.0781, -5.7155)
Cl (-5.4648, -7.1515, -5.1142)
Cl (-3.5972, -5.7642, -6.8873)
H (-3.1346, -6.9099, -4.8795)
H (-3.5652, -8.0179, -6.1966)
C (1.2507, 2.8286, -8.3059)
Cl (0.4826, 4.0440, -7.2769)
Cl (2.6152, 3.5031, -9.2060)
H (1.6109, 2.0142, -7.6827)
H (0.5161, 2.4580, -9.0122)
C (0.2940, 7.4169, 1.2587)
Cl (1.9407, 8.0135, 1.5143)
Cl (0.2207, 6.2773, -0.0906)
H (-0.0387, 6.9090, 2.1602)
H (-0.3547, 8.2593, 1.0426)
C (3.0508, 6.4241, -6.1249)
Cl (4.5430, 7.3701, -6.2151)
Cl (3.2306, 5.0346, -5.0506)
H (2.2560, 7.0584, -5.7479)
H (2.8013, 6.0663, -7.1189)
C (1.5114, 8.2309, -1.7609)
Cl (0.1298, 9.1677, -2.3481)
Cl (2.5660, 7.7243, -3.0854)
H (2.0833, 8.8448, -1.0736)
H (1.1428, 7.3461, -1.2512)
C (11.9892, 3.8456, 0.6910)
Cl (10.3321, 3.7421, 1.3180)
Cl (12.1336, 5.1017, -0.5484)
H (12.6619, 4.0807, 1.5033)
H (12.2558, 2.8895, 0.2533)
C (-5.6424, -9.0179, 2.1275)
Cl (-5.9452, -10.0952, 3.4963)
Cl (-6.8079, -7.6907, 2.0733)
H (-4.6430, -8.6042, 2.2229)
H (-5.7227, -9.5896, 1.2095)
C (6.1215, 2.1434, -6.6968)
Cl (4.4923, 2.7095, -7.0673)
Cl (6.7866, 2.9914, -5.2926)
H (6.0742, 1.0803, -6.4809)
H (6.7677, 2.3196, -7.5499)
C (-2.5288, -1.8750, -5.9328)
Cl (-2.5586, -2.9300, -4.5130)
Cl (-3.8595, -0.7116, -5.8955)
H (-1.5875, -1.3334, -5.9482)
H (-2.6201, -2.4847, -6.8251)
C (-8.3351, 2.8883, -2.1557)
Cl (-10.0699, 2.8542, -2.4825)
Cl (-7.9887, 3.5596, -0.5571)
H (-7.9491, 1.8747, -2.1985)
H (-7.8486, 3.5037, -2.9044)
C (13.2309, 1.9052, 4.4367)
Cl (12.0242, 2.8930, 3.6009)
Cl (14.4001, 1.2199, 3.3014)
H (13.7599, 2.5257, 5.1521)
H (12.7244, 1.0953, 4.9501)
C (0.4798, -8.6245, -6.7548)
Cl (-1.0985, -7.9184, -7.1328)
Cl (1.1795, -7.9170, -5.2941)
H (0.3580, -9.6916, -6.6045)
H (1.1521, -8.4409, -7.5857)
C (-2.6641, 6.8117, 3.9620)
Cl (-1.0289, 7.4312, 4.2309)
Cl (-2.7129, 5.6997, 2.5881)
H (-2.9889, 6.2848, 4.8525)
H (-3.3257, 7.6472, 3.7611)

Forces on atoms 1 to 2 (eV/Å):
0.4 -0.6 -0.2
-0.2 0.5 -0.7

* LUMO: -0.5 eV
* gap between HOMO and LUMO: 8.06 eV
* HOMO: -8.552 eV
* charge: 0



(7)
Here is a single C4H5N3O molecule from OMol25. Energies are from wB97M-V/def2-TZVPD.

CARTESIAN COORDINATES (ANGSTROEM)
N (-0.7967, 0.5495, 2.2944)
C (-0.3503, 0.0645, 1.1010)
C (-0.0753, -1.3226, 0.9052)
C (0.3383, -1.6589, -0.3514)
N (0.5001, -0.8000, -1.3696)
C (0.2246, 0.4460, -1.0576)
O (0.4616, 1.3701, -1.9846)
N (-0.1865, 0.9375, 0.1270)
H (-0.9264, 1.5719, 2.3208)
H (-0.7037, 0.0059, 3.1373)
H (-0.2142, -2.0613, 1.6675)
H (0.5107, -2.7046, -0.6060)
H (0.1977, 2.2442, -1.5895)

Forces on atoms 1 to 2 (eV/Å):
-0.1 0.9 -0.4
0.1 -0.9 0.6

* LUMO: 0.9 eV
* gap between HOMO and LUMO: 9.81 eV
* HOMO: -8.937 eV
* SMILES: Nc1ccnc(O)n1
* charge: 0



(8)
Here is 2 unconnected molecules or ions with the total composition CH5N5 from OMol25. Energies are from wB97M-V/def2-TZVPD.

CARTESIAN COORDINATES (ANGSTROEM)
H (-1.5632, 2.5190, -0.3123)
N (-1.6808, 1.4593, -0.7162)
N (-1.1981, 0.5761, 0.0775)
N (-1.2464, -0.6830, -0.3653)
H (-0.8577, -1.3973, 0.2606)
H (-1.7454, -1.0806, -1.2220)
N (2.7926, -0.0163, -0.5983)
C (1.8399, 0.0205, 0.1725)
N (1.0352, -0.0879, 1.0757)
H (2.6782, 0.2288, -1.5508)
H (0.9174, 0.5879, 1.9137)

Forces on atoms 1 to 2 (eV/Å):
-0.1 -3.6 -0.4
0.8 0.6 1.4

* LUMO: 0.8 eV
* gap between HOMO and LUMO: 9.91 eV
* HOMO: -9.096 eV
* SMILES: [H]/N=N/N.N=C=N
* charge: 0